Entry 1:
The molecule C6H9PSi2 in a non-equilibrium geometry. Source: the Open Molecules 2025 dataset; level of theory: the ωB97M-V functional and the def2-TZVPD basis.

Geometry as XYZ:
```
18
C6H9PSi2, DFT the ωB97M-V functional and the def2-TZVPD basis
C -2.58118 0.75532 -0.26836
C -2.91990 -0.57682 -0.60516
C -1.30229 1.14476 0.14212
C -1.93281 -1.52810 -0.52425
C -0.37988 0.16830 0.32901
C -0.64970 -1.17602 -0.03470
Si 1.43134 0.76632 0.77490
Si 2.75452 -0.22736 -0.86505
P 0.38891 -2.58472 0.48804
H -3.36014 1.58401 -0.14154
H -3.84382 -0.82312 -1.07886
H -1.26838 2.22046 0.38782
H -2.02196 -2.54498 -1.04108
H 1.63081 2.26818 0.89146
H 1.50614 0.11874 2.09119
H 2.32764 -0.47688 -2.20201
H 4.10160 0.15840 -0.94839
H 1.12592 -1.93812 1.71933
```

Output
relative energy (zero: lowest compared OMol25 entry of this formula, charge and spin) = 248.60 kJ/mol
LUMO level (spin up / spin down) = -1.16 / -0.91 eV
E = -1154.205603 hartree
charge = 0



Entry 2:
The molecule C6N6O6 in a non-equilibrium geometry. Source: the Open Molecules 2025 dataset; level of theory: the ωB97M-V functional and the def2-TZVPD basis.

Geometry as XYZ:
```
18
C6N6O6, DFT the ωB97M-V functional and the def2-TZVPD basis
O -3.29010 0.73399 -0.16394
O -1.45796 -2.33234 -2.11784
O -1.31642 2.77294 1.65658
O 1.33373 -2.75881 -1.52876
O 2.16641 0.77410 2.99293
O 1.09569 -2.64838 3.14212
N -2.12976 1.17322 -0.31379
N -1.40089 -1.13373 -1.73864
N -0.79961 1.85964 2.18866
N 0.62505 -2.78418 -0.51140
N 1.05427 0.27844 3.02632
N 1.47625 -2.31915 1.99375
C -1.20530 0.35965 0.25886
C -0.80152 -0.83242 -0.52364
C -0.60155 0.73013 1.44611
C 0.17060 -1.65489 0.06944
C 0.44651 -0.11177 1.86793
C 0.66802 -1.35730 1.32724
```

Output
relative energy (zero: lowest compared OMol25 entry of this formula, charge and spin) = 0.00 kJ/mol
LUMO level = -2.93 eV
E = -1008.018464 hartree
charge = 0



Question: What is the formula in the first record?
Answer: C6H9PSi2



Please write out number 1 again, unchanged.
The molecule C6H9PSi2 in a non-equilibrium geometry. Source: the Open Molecules 2025 dataset; level of theory: the ωB97M-V functional and the def2-TZVPD basis.

Geometry as XYZ:
```
18
C6H9PSi2, DFT the ωB97M-V functional and the def2-TZVPD basis
C -2.58118 0.75532 -0.26836
C -2.91990 -0.57682 -0.60516
C -1.30229 1.14476 0.14212
C -1.93281 -1.52810 -0.52425
C -0.37988 0.16830 0.32901
C -0.64970 -1.17602 -0.03470
Si 1.43134 0.76632 0.77490
Si 2.75452 -0.22736 -0.86505
P 0.38891 -2.58472 0.48804
H -3.36014 1.58401 -0.14154
H -3.84382 -0.82312 -1.07886
H -1.26838 2.22046 0.38782
H -2.02196 -2.54498 -1.04108
H 1.63081 2.26818 0.89146
H 1.50614 0.11874 2.09119
H 2.32764 -0.47688 -2.20201
H 4.10160 0.15840 -0.94839
H 1.12592 -1.93812 1.71933
```

Output
relative energy (zero: lowest compared OMol25 entry of this formula, charge and spin) = 248.60 kJ/mol
LUMO level (spin up / spin down) = -1.16 / -0.91 eV
E = -1154.205603 hartree
charge = 0



Question: Which value of relative energy (zero: lowest compared OMol25 entry of this formula, charge and spin) does entry 2 give?
Answer: 0.00 kJ/mol